[1]
C45H41CsN2O7P2 | ωB97M-V with the def2-TZVPD basis set

As for the LUMO energy: -0.58 eV. As for the multiplicity: 1. For the orbital gap, the calculation gives 7.18 eV. The highest occupied orbital energy comes out at -7.8 eV.

The geometry in XYZ format:
```
98
Properties=species:S:1:pos:R:3:lowdin_charge:R:1
Cs 1.015 -0.003 -0.295 1.257
O -3.818 1.879 -1.954 0.125
C -2.570 1.435 -1.749 -0.451
O -2.322 0.409 -1.177 0.095
C -1.540 2.360 -2.314 -0.163
C -1.869 3.593 -2.872 0.035
C -0.843 4.388 -3.357 -0.018
C 0.463 3.934 -3.263 0.021
C 0.678 2.678 -2.702 -0.190
N -0.297 1.910 -2.249 0.130
C 2.056 2.084 -2.605 -0.515
O 3.059 2.940 -2.380 0.139
O 2.263 0.909 -2.734 0.001
H -4.444 1.245 -1.578 0.138
H -2.900 3.908 -2.917 0.123
H -1.057 5.351 -3.800 0.118
H 1.286 4.526 -3.642 0.125
H 2.749 3.789 -2.040 0.126
O 1.777 3.482 2.329 -0.010
C 1.715 2.252 2.348 -0.789
O 1.051 1.492 1.580 -0.514
C 2.575 1.486 3.384 -0.272
P 2.865 -0.165 2.664 1.040
C 4.140 -0.894 3.772 -0.350
C 4.402 -2.255 3.596 -0.117
C 5.339 -2.913 4.375 -0.090
C 6.016 -2.222 5.368 -0.097
C 5.753 -0.877 5.568 -0.089
C 4.827 -0.214 4.775 -0.082
C 3.934 0.215 1.227 -0.421
C 4.441 1.484 0.963 -0.067
C 5.253 1.700 -0.141 -0.078
C 5.577 0.654 -0.992 -0.085
C 5.072 -0.615 -0.744 -0.081
C 4.246 -0.824 0.348 -0.166
H 1.997 1.355 4.303 0.095
H 3.474 2.041 3.645 0.073
H 3.858 -2.805 2.835 0.078
H 5.536 -3.966 4.216 0.100
H 6.743 -2.731 5.988 0.099
H 6.276 -0.334 6.346 0.101
H 4.644 0.837 4.945 0.092
H 4.196 2.315 1.612 0.102
H 5.636 2.694 -0.334 0.107
H 6.208 0.833 -1.853 0.105
H 5.304 -1.435 -1.411 0.106
H 3.840 -1.816 0.525 0.095
C -0.689 -2.084 2.730 -0.062
C 0.440 -3.099 2.883 -0.408
C 0.561 -3.581 4.324 -0.058
C 0.229 -4.282 1.938 -0.266
C 1.395 -5.293 1.969 -0.083
O 1.644 -5.586 0.589 0.000
C 0.941 -4.667 -0.123 -0.328
N 0.174 -3.892 0.528 0.144
C 1.127 -4.680 -1.573 -0.135
C 2.049 -5.582 -2.110 -0.012
C 2.243 -5.665 -3.473 -0.071
C 1.506 -4.848 -4.316 -0.068
C 0.589 -3.951 -3.795 -0.071
C 0.377 -3.834 -2.418 -0.283
P -0.763 -2.573 -1.728 1.032
C -1.420 -1.801 -3.258 -0.385
C -0.613 -0.847 -3.881 -0.128
C -1.093 -0.108 -4.949 -0.086
C -2.392 -0.295 -5.405 -0.090
C -3.199 -1.240 -4.792 -0.082
C -2.718 -1.991 -3.727 -0.071
C -2.178 -3.594 -1.194 -0.390
C -2.410 -4.891 -1.641 -0.081
C -3.510 -5.600 -1.178 -0.082
C -4.387 -5.021 -0.273 -0.092
C -4.161 -3.726 0.173 -0.081
C -3.059 -3.018 -0.281 -0.102
H -0.523 -1.186 3.326 0.081
H -1.641 -2.525 3.035 0.085
H -0.769 -1.790 1.681 0.037
H 1.380 -2.623 2.592 0.081
H -0.361 -4.072 4.646 0.085
H 0.741 -2.729 4.980 0.083
H 1.387 -4.283 4.458 0.072
H -0.727 -4.765 2.178 0.158
H 1.173 -6.223 2.489 0.130
H 2.298 -4.844 2.394 0.117
H 2.608 -6.219 -1.440 0.117
H 2.961 -6.367 -3.876 0.105
H 1.638 -4.909 -5.389 0.106
H 0.024 -3.333 -4.476 0.097
H 0.395 -0.659 -3.523 0.086
H -0.452 0.628 -5.421 0.106
H -2.770 0.289 -6.234 0.100
H -4.211 -1.398 -5.145 0.102
H -3.361 -2.721 -3.254 0.101
H -1.730 -5.348 -2.349 0.108
H -3.682 -6.610 -1.528 0.102
H -5.243 -5.578 0.086 0.100
H -4.840 -3.272 0.884 0.102
H -2.870 -2.010 0.070 0.094
```

***

[2]
C24H24NO7 | ωB97M-V with the def2-TZVPD basis set

Its net charge is -1. As for the LUMO energy: 2.41 eV. As for the multiplicity: 1. For the orbital gap, the calculation gives 5.37 eV. The highest occupied orbital energy comes out at -3.0 eV.

The geometry in XYZ format:
```
56
Properties=species:S:1:pos:R:3:nbo_charge:R:1
C -2.833 2.203 1.842 -0.251
O -2.219 1.345 0.798 -0.545
C -2.277 0.029 0.726 -0.061
C -3.260 -0.516 -0.272 0.724
O -3.893 -1.538 -0.116 -0.637
O -3.483 0.329 -1.302 -0.534
C -4.556 -0.039 -2.196 -0.265
C -2.150 -0.713 2.016 0.703
O -2.729 -1.743 2.333 -0.652
O -1.366 -0.026 2.873 -0.543
C -1.097 -0.700 4.104 -0.257
H -2.569 3.205 1.487 0.181
H -3.927 2.094 1.865 0.167
H -2.380 2.035 2.829 0.186
H -4.657 0.812 -2.880 0.174
H -4.248 -0.942 -2.726 0.209
H -5.475 -0.218 -1.631 0.185
H -0.478 -0.004 4.683 0.175
H -2.024 -0.947 4.632 0.188
H -0.550 -1.616 3.865 0.188
C 4.098 -0.425 4.321 -0.392
N 4.281 -0.575 2.888 -0.490
C 5.511 0.019 2.401 -0.393
C 3.170 -0.711 2.036 0.128
C 2.431 0.403 1.603 -0.187
C 1.327 0.240 0.794 -0.178
C 0.926 -1.033 0.352 -0.006
C -0.190 -1.142 -0.577 -0.029
C -0.269 -0.439 -1.752 -0.384
C -1.236 -0.835 -2.810 0.555
O -2.050 -1.749 -2.748 -0.574
C -0.986 0.073 -3.966 -0.131
C 0.119 0.891 -3.688 -0.035
C 0.593 1.807 -4.622 -0.222
C -0.078 1.940 -5.846 -0.213
C -1.199 1.125 -6.128 -0.217
C -1.647 0.184 -5.191 -0.179
C 0.667 0.574 -2.334 0.597
O 1.692 1.078 -1.877 -0.601
C 1.662 -2.152 0.796 -0.219
C 2.759 -2.001 1.614 -0.225
H 3.183 -0.942 4.640 0.211
H 4.966 -0.865 4.836 0.182
H 4.031 0.641 4.613 0.159
H 5.640 -0.182 1.331 0.212
H 5.536 1.110 2.562 0.159
H 6.352 -0.421 2.952 0.182
H 2.730 1.396 1.943 0.198
H 0.766 1.111 0.468 0.234
H -0.840 -2.012 -0.477 0.242
H 1.471 2.409 -4.383 0.224
H 0.264 2.665 -6.586 0.206
H -1.707 1.229 -7.088 0.206
H -2.506 -0.456 -5.398 0.223
H 1.374 -3.143 0.428 0.211
H 3.333 -2.859 1.963 0.210
```

***

[3]
C20H24BrN3O6S | ωB97M-V with the def2-TZVPD basis set

The SMILES is CC(=O)OCCCc1cc2c(cc1C)Sc1c(Br)cccc1N2.C[N+](=O)[O-].C[N+](=O)[O-]. As for the LUMO energy: 0.28 eV. As for the multiplicity: 1. For the orbital gap, the calculation gives 8.00 eV. The highest occupied orbital energy comes out at -7.7 eV.

The geometry in XYZ format:
```
55
Properties=species:S:1:pos:R:3:nbo_charge:R:1
C 5.666 1.364 2.670 -0.718
C 5.329 1.719 1.249 0.803
O 4.625 2.646 0.935 -0.591
O 5.909 0.892 0.350 -0.524
C 5.263 0.809 -0.935 -0.087
C 5.283 -0.637 -1.422 -0.424
C 3.894 -1.302 -1.522 -0.423
C 2.860 -0.852 -0.520 -0.056
C 1.694 -0.258 -0.998 -0.192
C 0.685 0.188 -0.155 0.123
C 0.851 0.031 1.215 -0.190
C 1.994 -0.586 1.712 -0.232
C 2.999 -1.039 0.864 0.072
C 4.169 -1.771 1.475 -0.658
S -0.378 0.633 2.331 0.321
C -1.811 0.378 1.327 -0.267
C -3.051 0.106 1.900 -0.078
Br -3.225 0.023 3.785 0.056
C -4.179 -0.077 1.116 -0.243
C -4.061 -0.005 -0.264 -0.182
C -2.832 0.264 -0.850 -0.232
C -1.708 0.474 -0.066 0.216
N -0.477 0.796 -0.726 -0.653
H 4.773 0.970 3.152 0.242
H 6.434 0.591 2.705 0.227
H 6.036 2.242 3.193 0.240
H 4.263 1.232 -0.877 0.216
H 5.832 1.433 -1.627 0.186
H 5.970 -1.216 -0.807 0.218
H 5.720 -0.641 -2.422 0.215
H 4.022 -2.384 -1.411 0.218
H 3.516 -1.157 -2.534 0.214
H 1.559 -0.122 -2.064 0.218
H 2.078 -0.711 2.785 0.213
H 3.953 -2.843 1.488 0.220
H 4.292 -1.475 2.517 0.215
H 5.100 -1.623 0.938 0.221
H -5.129 -0.269 1.594 0.225
H -4.933 -0.147 -0.885 0.233
H -2.771 0.337 -1.925 0.241
H -0.364 1.807 -0.721 0.386
C -6.803 -4.019 1.285 -0.485
N -6.859 -2.759 0.494 0.535
O -7.884 -2.111 0.526 -0.375
O -5.860 -2.460 -0.125 -0.375
H -7.755 -4.151 1.783 0.230
H -6.598 -4.826 0.589 0.235
H -5.989 -3.915 1.996 0.239
C -4.993 3.958 -3.517 -0.484
N -4.080 2.885 -3.034 0.538
O -4.480 1.741 -3.072 -0.374
O -2.991 3.234 -2.632 -0.377
H -5.918 3.497 -3.840 0.231
H -5.153 4.640 -2.688 0.237
H -4.489 4.464 -4.334 0.235
```

***

[4]
C35H42F6FeGeN7OS | ωB97M-V with the def2-TZVPD basis set

Its net charge is +1. The energy above the lowest of the compared OMol25 structures with the same formula, charge and spin comes out at 0.0 kcal per mole. As for the LUMO energy: -2.80 eV. As for the multiplicity: 1. For the orbital gap, the calculation gives 7.68 eV. The highest occupied orbital energy comes out at -10.5 eV.

The geometry in XYZ format:
```
94
Properties=species:S:1:pos:R:3:lowdin_charge:R:1
Fe 0.066 -0.180 -0.359 0.438
F -1.163 -3.990 3.196 0.074
C -0.892 -3.655 1.923 -0.262
C -0.661 -2.332 1.610 -0.013
C -0.374 -1.965 0.296 -0.127
C -0.332 -2.984 -0.680 -0.152
C -0.577 -4.308 -0.309 -0.211
F -0.550 -5.295 -1.234 0.062
C -0.858 -4.675 0.985 0.066
C -0.013 -2.524 -2.037 -0.232
C 0.120 -3.326 -3.174 0.017
C 0.361 -2.743 -4.403 -0.035
C 0.446 -1.361 -4.500 -0.040
C 0.313 -0.625 -3.341 -0.111
N 0.111 -1.171 -2.136 0.011
H -0.707 -1.594 2.400 0.072
H -1.048 -5.705 1.250 0.134
H 0.027 -4.395 -3.087 0.112
H 0.464 -3.364 -5.283 0.118
H 0.607 -0.864 -5.445 0.113
H 0.343 0.455 -3.372 0.103
F 1.979 5.586 -3.821 0.158
C 1.741 5.608 -2.503 -0.594
F 0.803 6.531 -2.269 0.156
F 2.868 6.006 -1.897 0.163
C 1.325 4.244 -2.007 -0.089
C 2.056 3.129 -2.387 0.037
C 1.667 1.897 -1.902 -0.124
N 0.614 1.720 -1.090 0.018
C -0.073 2.807 -0.726 -0.076
C 0.247 4.085 -1.159 0.042
H 2.913 3.212 -3.041 0.136
H 2.225 1.007 -2.164 0.115
H -0.893 2.639 -0.044 0.084
H -0.342 4.930 -0.834 0.131
F 0.149 0.637 1.585 -0.327
C -5.531 -0.484 -1.381 -0.011
N -4.308 0.016 -0.792 -0.088
C -4.240 0.927 0.319 -0.023
C -2.738 1.032 0.529 -0.441
O -2.254 1.728 1.393 0.037
N -2.077 0.253 -0.411 0.150
C -3.057 -0.306 -1.150 -0.357
N -2.844 -1.124 -2.174 0.254
H -6.327 -0.403 -0.644 0.100
H -5.436 -1.540 -1.635 0.092
H -5.820 0.081 -2.269 0.100
H -4.727 0.535 1.214 0.144
H -4.656 1.909 0.087 0.147
H -1.903 -1.392 -2.396 0.072
H -3.604 -1.521 -2.694 0.114
N 6.789 -2.341 0.472 0.090
C 6.303 -1.103 0.658 -0.822
S 7.246 0.158 1.103 0.721
C 4.825 -0.947 0.402 -0.204
C 4.190 0.241 0.739 -0.018
C 2.841 0.384 0.491 -0.122
N 2.080 -0.569 -0.063 0.027
C 2.690 -1.714 -0.377 -0.065
C 4.040 -1.939 -0.171 0.016
H 7.763 -2.494 0.676 0.104
H 6.201 -3.147 0.361 0.093
H 4.756 1.044 1.190 0.085
H 2.341 1.306 0.743 0.088
H 2.074 -2.496 -0.795 0.107
H 4.434 -2.894 -0.488 0.112
C -3.836 1.069 5.554 -0.105
C -2.395 1.322 5.132 -0.278
C -1.739 0.072 4.555 -0.282
C -0.219 0.163 4.407 -0.294
Ge 0.504 1.470 3.169 0.961
C -0.045 3.330 3.033 -0.293
C 0.977 4.227 3.733 -0.299
C 1.116 3.927 5.223 -0.290
C 2.297 4.644 5.862 -0.105
H -4.307 1.974 5.937 0.073
H -3.886 0.309 6.336 0.076
H -4.433 0.713 4.711 0.069
H -1.813 1.678 5.989 0.112
H -2.377 2.124 4.389 0.083
H -2.200 -0.159 3.589 0.096
H -1.968 -0.777 5.206 0.117
H 0.191 -0.785 4.050 0.056
H 0.245 0.351 5.380 0.074
H 2.046 1.441 3.189 0.015
H -1.036 3.461 3.464 0.062
H -0.135 3.562 1.973 0.046
H 0.677 5.271 3.610 0.117
H 1.957 4.132 3.252 0.102
H 1.222 2.845 5.386 0.081
H 0.189 4.209 5.731 0.115
H 3.233 4.358 5.379 0.075
H 2.382 4.411 6.923 0.074
H 2.192 5.726 5.767 0.078
```

***

[5]
C4H11N2 | ωB97M-V with the def2-TZVPD basis set

The SMILES is C[C@H]1NC[N@@H+]1C. Its net charge is +1. The energy above the lowest of the compared OMol25 structures with the same formula, charge and spin comes out at 71.3 kcal per mole. As for the LUMO energy: -3.28 eV. As for the multiplicity: 1. For the orbital gap, the calculation gives 10.90 eV. The highest occupied orbital energy comes out at -14.2 eV.

The geometry in XYZ format:
```
17
Properties=species:S:1:pos:R:3:nbo_charge:R:1
C -0.423 1.430 -0.367 0.008
C 0.653 -0.112 0.495 0.161
C 1.870 -0.759 -0.255 -0.625
C -1.868 -0.749 0.421 -0.405
N 0.665 1.318 0.539 -0.628
N -0.688 -0.122 -0.240 -0.384
H -1.253 2.046 -0.196 0.221
H 0.018 1.627 -1.408 0.201
H 0.439 -0.456 1.532 0.209
H 2.679 -0.553 0.369 0.251
H 1.768 -0.376 -1.234 0.215
H 1.670 -1.799 -0.274 0.238
H -2.245 -1.582 -0.094 0.241
H -1.513 -0.920 1.414 0.231
H -2.670 -0.081 0.287 0.233
H 1.631 1.541 0.238 0.391
H -0.732 -0.454 -1.227 0.441
```

***

[6]
CH2BrClO | ωB97M-V with the def2-TZVPD basis set

The energy above the lowest of the compared OMol25 structures with the same formula, charge and spin comes out at 44.2 kcal per mole. As for the LUMO energy: 0.13 eV. As for the multiplicity: 1. For the orbital gap, the calculation gives 9.45 eV. The highest occupied orbital energy comes out at -9.3 eV.

The geometry in XYZ format:
```
6
Properties=species:S:1:pos:R:3:nbo_charge:R:1
C -1.604 1.623 -0.984 0.282
O -1.226 0.433 -0.769 -0.661
Cl 0.506 -1.999 0.316 -0.260
Br -1.032 2.939 0.386 -0.134
H 1.184 -1.009 0.848 0.276
H -0.713 0.122 0.080 0.496
```

***

[7]
C7H8 | ωB97M-V with the def2-TZVPD basis set

The SMILES is Cc1ccccc1. The energy above the lowest of the compared OMol25 structures with the same formula, charge and spin comes out at 8.7 kcal per mole. As for the LUMO energy: 1.09 eV. As for the multiplicity: 1. For the orbital gap, the calculation gives 10.14 eV. The highest occupied orbital energy comes out at -9.1 eV.

The geometry in XYZ format:
```
15
Properties=species:S:1:pos:R:3:nbo_charge:R:1
C -1.185 -1.878 0.021 -0.638
C -0.268 -0.674 0.006 0.003
C 0.484 -0.257 1.082 -0.223
C 1.231 0.938 1.033 -0.208
C 1.217 1.703 -0.109 -0.222
C 0.270 1.418 -1.105 -0.205
C -0.414 0.227 -1.080 -0.216
H -0.855 -2.607 0.763 0.217
H -2.200 -1.528 0.169 0.222
H -1.106 -2.472 -0.896 0.220
H 0.375 -0.730 2.048 0.207
H 1.939 1.015 1.844 0.214
H 1.776 2.626 -0.187 0.212
H -0.032 2.165 -1.824 0.212
H -1.231 0.054 -1.766 0.207
```